[1]
Molecular formula: C31H37N6O4S2SbSe4Ti
Method: DFT, ωB97M-V/def2-TZVPD

Element x y z (Å)
Ti 0.402 -0.016 -0.548
C 4.954 4.256 -0.592
C 5.287 2.783 -0.784
N 4.277 2.066 -1.550
C 3.091 1.692 -1.026
S 1.914 1.087 -2.152
N 2.938 1.775 0.269
N 1.700 1.355 0.676
C 1.373 1.604 1.894
C 2.252 2.301 2.877
C 0.019 1.176 2.279
C -0.558 1.558 3.477
C -1.875 1.199 3.734
C -2.558 0.460 2.793
C -1.908 0.094 1.623
N -0.654 0.450 1.364
H 5.727 4.745 0.004
H 4.887 4.769 -1.552
H 4.001 4.363 -0.076
H 6.233 2.664 -1.313
H 5.385 2.286 0.181
H 4.323 2.095 -2.555
H 3.258 2.388 2.482
H 1.870 3.304 3.085
H 2.269 1.749 3.818
H 0.007 2.149 4.182
H -2.356 1.508 4.653
H -3.589 0.170 2.933
H -2.404 -0.490 0.864
C -6.008 -1.066 -2.502
O -5.204 -1.805 -3.419
C -3.880 -1.810 -3.217
C -3.130 -2.540 -4.169
C -1.778 -2.600 -4.044
C -1.108 -1.936 -2.989
C 0.293 -2.052 -2.799
C 1.147 -2.950 -3.642
O 0.890 -1.409 -1.900
C -1.871 -1.202 -2.057
O -1.305 -0.570 -1.046
C -3.260 -1.155 -2.170
H -7.031 -1.182 -2.846
H -5.729 -0.011 -2.498
H -5.908 -1.465 -1.491
H -3.655 -3.034 -4.974
H -1.201 -3.160 -4.768
H 1.216 -2.539 -4.652
H 0.718 -3.949 -3.711
H 2.145 -3.001 -3.211
H -3.806 -0.563 -1.449
C 1.373 -2.186 3.985
C 1.055 -3.632 3.615
N -0.139 -3.765 2.781
C -1.400 -4.124 3.424
C -2.227 -2.928 3.868
C -0.071 -3.564 1.456
S -1.389 -3.576 0.425
N 1.213 -3.538 0.949
C 1.765 -2.494 0.473
O 1.262 -1.277 0.575
C 3.086 -2.629 -0.200
C 3.448 -3.848 -0.767
C 4.661 -3.973 -1.423
C 5.527 -2.888 -1.505
C 5.175 -1.679 -0.922
C 3.956 -1.549 -0.274
H 2.305 -2.143 4.551
H 0.581 -1.752 4.597
H 1.484 -1.575 3.089
H 0.884 -4.222 4.516
H 1.898 -4.074 3.085
H -1.152 -4.756 4.279
H -1.970 -4.720 2.713
H -1.677 -2.290 4.562
H -3.136 -3.268 4.366
H -2.509 -2.339 2.998
H 2.762 -4.682 -0.695
H 4.935 -4.919 -1.873
H 6.475 -2.989 -2.017
H 5.847 -0.832 -0.974
H 3.683 -0.611 0.186
Se -4.752 1.517 -0.027
Sb -3.167 3.068 -0.894
Se -3.336 5.420 -0.730
Se -1.783 2.333 -2.928
Se -0.584 2.524 -0.886

Force components x, y, z for each atom (eV/Å):
Ti 0.0 -0.3 0.3
C 0.0 0.0 0.0
C 0.0 0.0 0.0
N -0.1 0.1 0.0
C 0.0 0.0 0.0
S 0.2 -0.1 0.0
N -0.1 0.1 0.0
N 0.0 0.0 0.1
C -0.1 -0.1 0.0
C 0.0 0.0 0.0
C 0.1 0.0 -0.1
C 0.0 0.0 0.0
C 0.0 0.0 0.0
C 0.0 0.0 0.0
C 0.0 0.0 0.0
N 0.0 0.1 0.1
H 0.0 0.0 0.0
H 0.0 0.0 0.0
H 0.0 0.0 0.0
H 0.0 0.0 0.0
H 0.0 0.0 0.0
H 0.0 0.0 0.0
H 0.0 0.0 0.0
H 0.0 0.0 0.0
H 0.0 0.0 0.0
H 0.0 0.0 0.0
H 0.0 0.0 0.0
H 0.0 0.0 0.0
H 0.0 0.0 0.0
C 0.0 0.0 0.0
O 0.0 0.0 0.0
C 0.0 0.0 0.0
C 0.0 0.0 0.0
C 0.0 0.0 0.0
C 0.0 0.0 -0.1
C 0.0 -0.1 0.1
C 0.0 0.0 0.0
O 0.1 -0.2 -0.4
C 0.0 -0.1 0.0
O -0.1 0.4 -0.2
C 0.0 0.0 0.0
H 0.0 0.0 0.0
H 0.0 0.0 0.0
H 0.0 0.0 0.0
H 0.0 0.0 0.0
H 0.0 0.0 0.0
H 0.0 0.0 0.0
H 0.0 0.0 0.0
H 0.0 0.0 0.0
H 0.0 0.0 0.0
C 0.0 0.0 0.0
C 0.0 0.0 0.0
N -0.1 0.1 0.1
C 0.0 0.0 0.0
C 0.0 0.0 0.0
C 0.0 -0.4 0.0
S 0.0 0.1 0.0
N 0.1 0.2 -0.1
C 0.0 -0.1 0.0
O 0.1 0.2 0.2
C 0.0 0.0 0.0
C 0.0 0.0 0.0
C 0.0 0.0 0.0
C 0.0 0.0 0.0
C 0.0 0.0 0.0
C 0.0 0.0 0.0
H 0.0 0.0 0.0
H 0.0 0.0 0.0
H 0.0 0.0 0.0
H 0.0 0.0 0.0
H 0.0 0.0 0.0
H 0.0 0.0 0.0
H 0.0 0.0 0.0
H 0.0 0.0 0.0
H 0.0 0.0 0.0
H 0.0 0.0 0.0
H 0.0 0.0 0.0
H 0.0 0.0 0.0
H 0.0 0.0 0.0
H 0.0 0.0 0.0
H 0.0 0.1 0.0
Se 0.1 0.0 0.0
Sb 0.0 0.2 0.0
Se 0.0 -0.1 0.0
Se -0.1 0.0 -0.1
Se -0.1 0.2 0.1

For the LUMO energy, the calculation gives -0.99 eV. The frontier orbital gap comes out at 6.654 eV. As for the HOMO energy: -7.64 eV. Its relative energy (zero: lowest compared OMol25 entry of this formula, charge and spin) is 0.0 kcal per mole. The charge is 0. The electronic energy comes out at -362592.7248 eV. As for the spin multiplicity: 1.



[2]
Molecular formula: C31H37N6O4S2SbSe4Ti
Method: DFT, ωB97M-V/def2-TZVPD

Element x y z (Å)
Ti 0.645 -0.672 0.022
C -2.237 -1.764 -4.622
C -2.351 -0.567 -3.686
N -1.228 0.346 -3.767
C -0.023 0.128 -3.185
S 1.209 1.293 -3.371
N 0.063 -1.051 -2.546
N 1.261 -1.191 -1.871
C 2.323 -1.624 -2.430
C 2.355 -2.084 -3.845
C 3.572 -1.544 -1.644
C 4.740 -2.171 -2.048
C 5.900 -1.943 -1.322
C 5.853 -1.076 -0.247
C 4.633 -0.500 0.083
N 3.514 -0.738 -0.584
H -3.110 -2.412 -4.522
H -1.347 -2.344 -4.376
H -2.166 -1.440 -5.662
H -2.432 -0.910 -2.653
H -3.252 0.007 -3.911
H -1.264 1.139 -4.383
H 1.385 -1.940 -4.308
H 2.619 -3.145 -3.877
H 3.110 -1.527 -4.399
H 4.745 -2.816 -2.914
H 6.826 -2.424 -1.605
H 6.736 -0.848 0.333
H 4.557 0.187 0.915
C -5.997 -4.360 -0.619
O -4.655 -4.035 -0.939
C -3.960 -3.282 -0.059
C -4.487 -2.797 1.141
C -3.684 -2.025 1.959
C -2.368 -1.706 1.629
C -1.548 -0.858 2.504
C -2.101 -0.425 3.831
O -0.447 -0.433 2.164
C -1.860 -2.218 0.419
O -0.608 -1.972 0.036
C -2.647 -2.995 -0.413
H -6.364 -4.963 -1.444
H -6.610 -3.460 -0.527
H -6.056 -4.938 0.306
H -5.502 -3.012 1.438
H -4.102 -1.655 2.885
H -3.003 0.174 3.677
H -1.349 0.165 4.343
H -2.360 -1.287 4.447
H -2.236 -3.372 -1.340
C -1.256 4.079 -2.948
C -1.902 3.545 -1.681
N -0.986 3.531 -0.541
C -0.457 4.830 -0.104
C 0.982 5.057 -0.544
C -0.625 2.432 0.104
S -1.206 0.883 -0.393
N 0.104 2.604 1.225
C 1.018 1.760 1.584
O 1.509 0.856 0.783
C 1.597 1.888 2.941
C 2.750 1.192 3.287
C 3.297 1.327 4.552
C 2.687 2.154 5.482
C 1.530 2.844 5.148
C 0.985 2.713 3.881
H -1.982 4.036 -3.762
H -0.389 3.471 -3.218
H -0.945 5.120 -2.842
H -2.253 2.530 -1.844
H -2.763 4.157 -1.394
H -0.532 4.878 0.982
H -1.114 5.590 -0.527
H 1.639 4.307 -0.107
H 1.316 6.041 -0.213
H 1.078 5.002 -1.629
H 3.207 0.541 2.561
H 4.188 0.772 4.818
H 3.104 2.246 6.477
H 1.050 3.482 5.879
H 0.088 3.249 3.603
Se 0.734 -3.875 2.541
Sb 1.966 -2.856 4.491
Se 4.135 -3.681 4.814
Se 0.669 -1.501 5.894
Se 2.077 -2.119 1.689

Force components x, y, z for each atom (eV/Å):
Ti -0.3 0.2 0.6
C 0.0 0.0 0.0
C 0.0 0.0 0.0
N 0.0 0.0 0.1
C 0.1 -0.3 -0.4
S 0.0 -0.1 0.1
N 0.1 0.3 0.2
N 0.1 -0.1 0.2
C 0.0 0.1 -0.2
C 0.0 -0.1 0.0
C 0.0 0.0 0.0
C 0.0 0.0 0.0
C 0.0 0.0 0.0
C 0.0 0.0 0.0
C -0.1 0.0 0.1
N 0.0 0.0 0.1
H 0.0 0.0 0.0
H 0.0 0.0 0.0
H 0.0 0.0 0.0
H 0.0 0.0 0.0
H 0.0 0.0 0.0
H 0.0 0.0 0.0
H 0.0 0.0 0.0
H 0.0 0.0 0.0
H 0.0 0.0 0.0
H 0.0 0.0 0.0
H 0.0 0.0 0.0
H 0.0 0.0 0.0
H 0.0 0.0 0.1
C 0.0 0.0 0.0
O 0.0 0.0 0.0
C 0.0 0.0 0.0
C 0.0 0.0 0.0
C 0.0 0.0 0.0
C 0.1 0.0 0.0
C -0.1 0.1 -0.1
C 0.0 0.0 0.0
O 0.2 -0.1 -0.2
C 0.0 0.0 0.0
O -0.1 -0.2 -0.1
C 0.0 0.0 0.0
H 0.0 0.0 0.0
H 0.0 0.0 0.0
H 0.0 0.0 0.0
H 0.0 0.0 0.0
H 0.0 0.0 0.0
H 0.0 0.0 0.0
H 0.0 0.0 0.0
H 0.0 0.0 0.0
H 0.0 0.0 0.0
C 0.0 0.0 0.0
C 0.0 0.0 0.0
N 0.0 0.0 0.1
C 0.0 0.0 0.0
C 0.0 0.0 0.0
C -0.1 0.0 -0.1
S -0.1 0.0 -0.1
N 0.0 0.0 0.0
C 0.1 0.1 -0.1
O -0.1 0.1 0.2
C 0.1 0.0 0.0
C -0.1 0.0 0.0
C 0.0 0.0 0.0
C 0.0 -0.1 0.0
C 0.0 0.0 0.0
C 0.0 0.1 0.0
H 0.0 0.0 0.0
H -0.1 0.0 0.0
H 0.0 0.0 0.0
H 0.0 0.0 0.0
H 0.0 0.0 0.0
H 0.0 0.0 0.0
H 0.0 0.0 0.0
H 0.0 0.0 0.0
H 0.0 0.0 0.0
H 0.0 0.0 0.0
H 0.1 -0.1 -0.1
H 0.0 0.0 0.0
H 0.0 0.0 0.0
H 0.0 0.0 0.0
H 0.0 0.0 0.0
Se -0.1 0.0 0.1
Sb 0.0 0.1 -0.2
Se 0.0 0.0 0.0
Se 0.0 0.0 0.0
Se 0.3 -0.2 -0.3

For the LUMO energy, the calculation gives -1.02 eV. The frontier orbital gap comes out at 6.519 eV. As for the HOMO energy: -7.54 eV. Its relative energy (zero: lowest compared OMol25 entry of this formula, charge and spin) is 37.9 kcal per mole. The charge is 0. The electronic energy comes out at -362591.0815 eV. As for the spin multiplicity: 1.



[3]
Molecular formula: C31H38AsGa
Method: DFT, ωB97M-V/def2-TZVPD

Element x y z (Å)
C -1.101 -1.976 1.502
H -0.934 -1.878 2.552
H -2.154 -1.718 1.249
H -0.164 -0.893 1.889
C -0.630 -3.371 1.082
H -0.407 -3.532 -0.021
H 0.329 -3.527 1.584
C -1.529 -4.626 1.429
H -0.907 -5.531 1.336
H -1.882 -4.590 2.479
H -2.371 -4.716 0.736
C -0.550 0.258 -3.286
C -0.497 -1.185 -3.284
C -1.902 -1.635 -3.076
C -2.678 -0.485 -2.821
C -1.842 0.667 -2.957
C -2.280 2.097 -2.800
C -4.104 -0.476 -2.373
C -2.377 -3.049 -3.170
C 0.683 -2.027 -3.658
C 0.606 1.142 -3.600
Ga -0.430 -1.424 -1.419
H -4.323 0.418 -1.752
H -4.803 -0.451 -3.232
H -4.340 -1.391 -1.796
H -3.235 2.188 -2.275
H -1.534 2.665 -2.230
H -2.398 2.598 -3.772
H 1.562 0.603 -3.523
H 0.559 1.567 -4.620
H 0.696 1.988 -2.900
H 0.549 -3.070 -3.331
H 0.863 -2.036 -4.738
H 1.596 -1.643 -3.162
H -3.181 -3.308 -2.453
H -2.801 -3.159 -4.182
H -1.544 -3.779 -3.101
C 2.779 -1.136 5.136
C 1.373 -1.027 5.155
C 0.720 -0.313 4.131
C 1.495 0.144 3.035
C 2.885 0.049 3.021
C 3.523 -0.567 4.096
As 0.553 0.525 1.288
C -0.409 2.130 1.892
C -1.587 2.713 1.386
C -1.978 3.960 1.854
C -1.205 4.643 2.856
C -0.013 4.060 3.292
C 0.410 2.837 2.805
C 1.825 0.910 -0.058
C 2.039 2.280 -0.278
C 3.123 2.722 -1.037
C 3.984 1.781 -1.631
C 3.736 0.383 -1.493
C 2.636 -0.038 -0.720
H 3.269 -1.668 5.946
H 0.769 -1.478 5.933
H -0.364 -0.159 4.116
H 3.441 0.465 2.165
H 4.620 -0.613 4.111
H -2.145 2.150 0.592
H -2.847 4.484 1.450
H -1.536 5.610 3.236
H 0.626 4.595 4.016
H 1.351 2.388 3.100
H 1.373 2.995 0.190
H 3.328 3.805 -1.150
H 4.852 2.108 -2.191
H 4.407 -0.350 -1.949
H 2.422 -1.105 -0.604

Force components x, y, z for each atom (eV/Å):
C -0.8 -1.4 0.4
H -0.6 -0.5 1.4
H 1.0 0.5 0.0
H -1.1 -1.0 -2.4
C 0.7 -0.7 -0.7
H -0.2 0.6 1.0
H 0.0 -0.1 -0.1
C 0.2 0.7 0.6
H -0.2 0.4 -0.1
H 0.0 0.0 -0.6
H 0.0 0.1 0.3
C 0.8 -0.6 -0.1
C 0.0 1.8 -3.6
C -1.2 0.3 0.9
C 0.5 -0.9 0.3
C -0.3 0.3 -0.2
C 0.1 -0.1 0.1
C -0.5 0.0 0.0
C -0.1 -0.4 -0.5
C 0.6 -0.4 -0.3
C 0.7 0.4 0.1
Ga -0.3 0.3 3.7
H 0.1 -0.6 -0.3
H 0.3 0.0 0.4
H 0.1 0.5 -0.3
H 0.1 -0.1 -0.1
H -0.1 -0.1 -0.2
H 0.1 -0.2 0.2
H -0.3 0.1 -0.1
H -0.1 -0.3 0.4
H -0.2 -0.2 -0.2
H 0.1 0.2 -0.2
H 0.0 0.0 0.1
H -0.3 -0.2 -0.4
H 0.6 0.2 -0.3
H 0.0 -0.2 0.3
H -0.6 0.4 0.1
C -0.6 0.2 -0.3
C 0.1 0.8 -0.8
C 0.7 -0.4 -0.6
C 0.0 -0.4 -0.6
C -0.3 0.0 -0.2
C 0.3 -0.1 0.3
As -0.2 0.9 2.7
C 0.9 0.7 -0.1
C 0.2 -1.0 -0.7
C 0.6 1.0 1.0
C -0.4 -1.2 -1.2
C 0.1 1.0 0.6
C -0.9 -0.5 -0.6
C 1.0 0.5 -1.1
C 0.2 -0.1 0.1
C 0.4 -0.2 -0.4
C -0.6 -0.9 0.5
C -0.6 1.0 0.4
C 0.2 0.1 0.1
H 0.0 0.1 -0.2
H 0.2 0.1 0.1
H 0.3 -0.2 0.2
H -0.1 -0.4 0.5
H -0.5 0.0 0.0
H 0.3 0.8 0.9
H 0.1 -0.4 0.1
H 0.1 -0.3 -0.1
H -0.5 -0.3 -0.4
H -0.1 0.4 0.2
H 0.1 0.1 0.0
H -0.2 -0.8 0.1
H -0.1 0.0 0.0
H -0.3 0.3 0.1
H 0.3 0.3 0.1

For the LUMO energy (spin up / spin down), the calculation gives -7.40 / -8.65 eV. The frontier orbital gap (spin up / spin down) comes out at 6.953 / 5.140 eV. As for the HOMO energy (spin up / spin down): -14.35 / -13.79 eV. Its relative energy (zero: lowest compared OMol25 entry of this formula, charge and spin) is 10.7 kcal per mole. The charge is +2. The electronic energy comes out at -145956.8549 eV. As for the spin multiplicity: 1.